Computed, not measured: 11 unconnected molecules or ions with the total composition C28H74BFN3O11, with ωB97M-V with the def2-TZVPD basis set.

Geometry (Å):
C1 5.900 1.635 -1.215
B1 5.018 2.963 -1.269
O1 5.325 4.023 -0.412
N1 3.799 3.112 -2.211
C2 3.854 4.177 -3.041
C3 2.693 4.381 -3.933
C4 1.665 3.384 -3.754
F1 0.534 3.473 -4.481
C5 1.793 2.262 -2.814
C6 0.688 1.176 -2.602
C7 -0.564 1.927 -1.961
C8 -0.172 2.813 -0.719
N2 -1.428 3.300 -0.100
N3 2.897 2.174 -2.058
H1 6.350 1.354 -2.199
H2 6.667 1.776 -0.417
H3 5.235 0.791 -0.869
H4 5.571 4.814 -0.925
H5 4.708 4.895 -3.053
H6 2.638 5.233 -4.642
H7 1.073 0.452 -1.835
H8 0.452 0.630 -3.544
H9 -1.031 2.567 -2.759
H10 -1.271 1.123 -1.629
H11 0.373 2.170 0.019
H12 0.435 3.718 -0.984
H13 -1.810 2.534 0.471
H14 -2.107 3.542 -0.821
C9 1.124 1.760 3.704
C10 -0.317 1.399 3.398
O2 -0.461 1.066 2.015
H15 1.445 2.605 3.091
H16 1.245 2.022 4.756
H17 1.790 0.923 3.471
H18 -0.973 2.243 3.612
H19 -0.643 0.547 4.000
H20 0.117 0.314 1.836
C11 -3.755 3.198 6.849
C12 -2.653 2.188 6.595
O3 -3.182 1.044 5.926
H21 -4.548 2.755 7.455
H22 -3.367 4.079 7.366
H23 -4.213 3.517 5.908
H24 -2.215 1.858 7.535
H25 -1.860 2.621 5.979
H26 -3.560 1.344 5.092
C13 -0.916 6.647 2.663
C14 -1.462 7.163 1.345
O4 -0.598 6.801 0.273
H27 0.082 7.051 2.848
H28 -1.568 6.926 3.493
H29 -0.822 5.558 2.640
H30 -1.534 8.251 1.362
H31 -2.457 6.753 1.150
H32 -0.546 5.836 0.257
C15 5.273 -3.039 -0.089
C16 5.419 -2.769 -1.574
O5 6.608 -2.016 -1.825
H33 5.235 -2.100 0.469
H34 4.365 -3.608 0.117
H35 6.131 -3.600 0.287
H36 4.571 -2.190 -1.943
H37 5.468 -3.703 -2.137
H38 7.356 -2.535 -1.504
C17 -4.175 -0.241 2.362
C18 -4.000 0.032 0.881
O6 -2.788 0.748 0.652
H39 -4.193 0.696 2.924
H40 -5.102 -0.784 2.553
H41 -3.338 -0.829 2.749
H42 -4.825 0.637 0.504
H43 -3.969 -0.901 0.313
H44 -2.062 0.206 0.980
C19 -3.897 -3.782 -2.922
C20 -4.170 -2.545 -2.091
O7 -2.955 -2.033 -1.538
H45 -3.422 -4.555 -2.314
H46 -4.820 -4.180 -3.340
H47 -3.209 -3.554 -3.742
H48 -4.839 -2.782 -1.263
H49 -4.636 -1.764 -2.699
H50 -2.370 -1.816 -2.273
C21 1.734 3.579 9.194
C22 0.296 3.216 8.877
O8 0.157 2.884 7.497
H51 2.059 4.423 8.583
H52 1.848 3.841 10.247
H53 2.402 2.743 8.967
H54 -0.364 4.059 9.084
H55 -0.032 2.363 9.479
H56 0.735 2.133 7.319
C23 8.062 -4.849 -5.138
C24 6.834 -5.243 -4.341
O9 7.106 -5.185 -2.944
H57 8.898 -5.510 -4.903
H58 7.865 -4.897 -6.211
H59 8.377 -3.833 -4.885
H60 6.535 -6.264 -4.580
H61 5.994 -4.576 -4.565
H62 7.361 -4.279 -2.736
C25 -7.253 -4.981 -6.232
C26 -7.514 -3.741 -5.397
O10 -6.294 -3.240 -4.855
H63 -6.779 -5.756 -5.627
H64 -8.183 -5.376 -6.645
H65 -6.571 -4.756 -7.056
H66 -8.178 -3.974 -4.564
H67 -7.980 -2.956 -6.001
H68 -5.713 -3.026 -5.595
C27 -1.297 -7.211 -1.668
C28 -2.386 -7.776 -2.559
O11 -2.566 -6.955 -3.709
H69 -1.548 -6.196 -1.353
H70 -1.157 -7.831 -0.780
H71 -0.347 -7.153 -2.208
H72 -3.336 -7.813 -2.024
H73 -2.134 -8.790 -2.886
H74 -1.728 -6.932 -4.184

Results
- HOMO level: -11.2 eV
- Total charge: +1
- 2S+1: 1
- Energy relative to the best compared isomer or geometry (same formula, charge and spin): 0.0 kcal per mole
- Maximum force: 3.95 eV/A
- M: 658.72 g/mol

Mulliken atomic charge list, values in e, 8 entries: C -0.713; B 0.174; O -0.441; N 0.659; C 0.120; C -0.920; C 0.850; F -0.260